ORCA calculation (ωB97M-V with the def2-TZVPD basis set) on C54H50BCl5N8OS2TeTi as an isolated structure.

Calculated values
HOMO energy (spin up / spin down) = -5.9 / -7.0 eV
multiplicity = 3
Kohn-Sham gap (spin up / spin down) = 6.267 / 7.370 eV
LUMO (spin up / spin down) = 0.39 / 0.39 eV

```
123
Properties=species:S:1:pos:R:3:forces:R:3
N -1.807 -2.379 -2.104 0.034 0.119 0.153
C -3.848 1.995 0.806 0.007 -0.116 -0.058
H 1.788 0.792 -4.835 0.003 0.010 0.001
H 0.614 4.331 1.959 -0.012 -0.003 0.037
C -2.429 -1.836 5.533 0.000 -0.022 -0.031
Ti -0.742 -0.444 -0.231 0.160 0.344 1.187
C -3.728 1.442 2.074 0.044 0.027 0.020
H 1.561 -2.321 -1.867 0.001 -0.014 0.004
C 5.804 -1.633 1.358 0.079 0.049 0.169
H 3.115 2.190 -3.836 -0.005 -0.003 0.008
H 5.064 -0.889 -1.650 0.072 -0.075 -0.034
C -0.910 -3.746 -0.678 0.183 0.045 0.160
H -3.201 -4.938 -3.787 0.005 0.000 0.001
C 4.036 3.290 -0.778 0.021 -0.029 0.035
S -0.431 0.463 2.092 0.161 0.099 0.209
Cl 7.856 -2.043 -2.728 -0.038 0.060 0.058
C 7.313 1.452 -0.937 0.052 -0.002 0.007
H 6.540 -2.323 1.774 0.009 0.005 0.059
H 8.830 1.728 2.497 0.003 0.005 0.001
N 0.044 0.297 -2.099 -0.054 -0.010 -0.645
H -3.557 0.386 2.174 0.013 -0.036 0.001
C 0.159 -3.534 1.606 0.071 -0.004 0.050
H -0.801 -1.795 -5.486 0.003 -0.001 0.005
C 7.890 -0.459 -2.060 -0.085 -0.132 -0.106
C 8.518 1.821 -1.448 -0.089 0.032 0.051
C 1.125 -6.123 1.404 -0.020 0.029 0.007
C 2.035 -2.097 -0.925 -0.084 0.138 -0.072
H 1.425 5.124 -0.439 0.017 0.017 -0.038
C 2.160 1.789 -0.620 0.045 -0.030 0.047
C 5.681 -0.554 -0.814 -0.027 0.060 -0.028
C -3.753 1.181 -0.431 0.044 0.113 0.158
H 2.102 -0.634 1.906 -0.001 0.012 -0.017
H -3.470 -2.927 3.995 -0.006 0.001 0.001
H 4.756 3.946 -0.304 0.002 0.011 -0.005
N -0.715 -0.292 -3.077 0.075 0.049 0.035
S 9.223 0.565 -2.369 0.103 0.021 -0.020
N -3.040 -0.115 -2.008 0.019 -0.036 -0.040
H 0.185 -6.168 -0.509 -0.016 0.029 -0.012
H -3.939 -3.339 -3.666 -0.001 -0.002 0.013
N 3.360 -1.980 0.805 0.000 0.119 -0.125
H -2.577 -1.248 -3.868 0.007 -0.014 -0.008
C -0.941 -0.140 4.719 0.086 0.090 0.151
C 0.371 -5.576 0.378 0.067 -0.058 -0.002
C -2.758 -2.147 4.224 0.021 0.023 0.059
C -4.721 1.185 -1.444 0.036 0.000 -0.060
C 4.040 3.121 -2.156 0.015 -0.052 -0.038
C 6.782 2.290 2.833 0.067 0.069 0.024
H 1.100 -3.485 3.523 0.004 -0.005 -0.007
C -0.656 -0.715 -5.541 0.041 -0.009 -0.048
C 5.454 1.909 2.777 0.002 -0.035 -0.049
H 4.526 -3.286 1.888 0.014 -0.003 -0.069
C 1.398 -5.375 2.542 0.013 -0.020 0.012
Cl 8.748 -0.890 1.519 -0.034 0.048 0.010
C 2.287 -1.185 0.995 -0.107 -0.001 0.148
H 4.092 -1.808 2.715 0.098 -0.022 0.029
H 1.980 -5.801 3.349 0.000 0.000 -0.001
C -0.119 -4.273 0.460 -0.078 0.052 -0.182
O 6.019 -1.704 -0.036 -0.201 -0.186 -0.128
H 9.031 2.761 -1.326 0.003 0.004 -0.006
H -4.186 4.212 3.966 -0.005 -0.001 -0.002
C 6.934 0.121 -1.285 -0.012 0.159 -0.038
C 2.148 1.614 -2.002 -0.102 -0.096 -0.102
C -2.152 -3.615 -2.507 0.027 -0.012 -0.098
C -0.094 -0.171 -4.270 -0.107 -0.024 -0.017
C -4.133 3.355 0.691 -0.012 0.021 0.002
C -4.258 4.148 1.821 0.002 0.005 -0.024
H 1.500 -7.134 1.315 0.001 0.000 0.000
H -2.483 -3.562 -4.629 0.003 0.007 0.007
H 6.705 2.089 -0.310 -0.032 0.024 -0.022
C -4.855 -0.009 -3.734 -0.049 0.021 -0.025
C 6.126 -0.261 1.912 0.000 0.027 0.143
C -4.235 0.352 -2.425 0.056 -0.014 -0.031
H -1.620 -0.265 -5.778 -0.002 0.007 0.005
C -0.455 4.313 1.753 0.014 0.089 0.013
H -5.854 0.420 -3.786 0.006 0.006 -0.001
H -4.466 5.205 1.715 0.004 -0.002 -0.002
C -1.517 -0.822 5.776 -0.020 -0.008 -0.019
Cl 0.190 1.124 5.122 -0.041 -0.058 -0.040
Te -0.748 3.576 -0.214 -0.298 -0.057 -0.195
C 3.106 2.292 -2.759 0.065 0.037 0.024
C 3.202 -2.577 -0.427 0.091 -0.052 0.088
B -2.076 -1.017 -2.815 0.096 -0.005 0.093
C -1.595 -4.518 -1.627 -0.090 0.089 -0.043
C 0.598 4.953 -1.126 0.131 -0.013 0.082
H 1.421 1.303 -0.007 -0.016 -0.066 0.022
C -2.990 -3.873 -3.714 -0.023 -0.043 -0.016
H 4.764 3.642 -2.770 0.018 -0.006 0.024
H -3.727 1.784 4.186 0.002 0.003 0.000
H 4.676 2.594 3.082 0.002 0.002 0.002
H 3.055 2.753 1.060 0.018 -0.002 -0.011
C -4.101 3.591 3.083 0.005 -0.009 0.024
H -4.940 -1.088 -3.860 -0.005 -0.005 0.014
N 1.462 -1.228 -0.023 -0.116 -0.127 -0.111
C 0.910 -4.080 2.637 0.001 0.008 -0.004
H 3.922 -3.276 -0.814 0.033 0.025 -0.018
H -0.882 5.308 1.845 0.011 -0.002 0.049
C 4.426 -2.209 1.758 -0.046 -0.111 0.032
C -3.841 2.234 3.207 -0.005 0.002 -0.012
H -0.203 -2.524 1.709 0.013 0.067 -0.050
H -5.654 1.722 -1.440 -0.008 -0.007 -0.007
H 4.101 0.362 2.249 0.037 0.009 0.012
H -0.946 3.625 2.438 -0.019 -0.045 -0.008
N -2.734 0.388 -0.772 -0.234 -0.088 -0.363
C -2.167 -1.444 3.189 -0.068 -0.037 -0.120
H -1.703 -5.588 -1.659 0.003 -0.008 0.024
N -1.045 -2.449 -0.971 -0.196 -0.501 -0.440
H -1.244 -0.549 6.786 0.000 -0.002 0.003
Cl 7.196 3.885 3.381 -0.009 -0.047 -0.011
H 0.091 5.887 -1.350 0.023 0.019 0.003
H -4.275 0.377 -4.574 0.012 0.003 0.012
C 1.076 0.526 -4.074 -0.075 -0.041 -0.028
Cl -2.676 -1.869 1.570 0.038 0.042 0.068
C 5.146 0.639 2.314 -0.059 0.053 0.012
C 3.093 2.618 -0.015 -0.004 -0.003 -0.042
C 7.794 1.425 2.451 -0.049 0.007 0.038
H 0.993 4.513 -2.041 -0.023 -0.035 -0.008
C -1.224 -0.421 3.371 0.033 0.000 -0.106
H 0.030 -0.505 -6.359 0.005 0.005 0.010
H 5.083 0.158 -0.239 -0.032 -0.038 -0.130
H -2.879 -2.378 6.353 -0.004 0.005 0.003
C 7.452 0.163 1.998 0.066 -0.081 0.030
C 1.121 0.808 -2.701 0.113 0.136 0.228
H -4.226 3.794 -0.293 -0.005 0.010 -0.002
```
Forces are in eV/Å.

ORCA calculation (ωB97M-V with the def2-TZVPD basis set) on an isolated molecule of C17H22N2S.

Calculated values
HOMO energy = -7.6 eV
Kohn-Sham gap = 8.405 eV
LUMO = 0.83 eV

```
42
Properties=species:S:1:pos:R:3:forces:R:3
H -0.751 0.519 1.890 1.021 -0.741 -0.735
C 2.321 0.857 -0.272 0.572 0.251 0.898
H -4.721 -3.104 0.362 1.745 0.611 -0.264
C -1.858 -1.671 1.354 -3.130 0.729 -0.687
H 2.152 2.922 -0.687 -2.264 1.602 -0.776
N 1.373 -0.030 1.895 1.835 2.649 -1.181
H 3.595 2.554 -0.187 0.593 -0.590 -0.716
C 0.963 0.468 -0.903 0.595 -0.286 1.702
N -3.693 -2.896 0.301 -1.115 0.781 -0.685
H -3.471 -2.674 2.404 -1.212 0.441 1.253
C 2.105 1.181 1.280 -1.915 -1.448 -0.898
H -4.586 -2.074 -2.358 2.053 0.654 0.647
H 2.208 3.842 -3.057 -0.976 0.473 0.404
H -2.422 -3.747 1.656 0.693 -1.237 0.232
H 1.742 -1.174 3.565 -0.291 0.484 0.553
H -0.339 -1.863 2.760 0.316 0.103 0.021
H 0.834 0.707 -1.970 0.143 -0.475 0.583
H -1.185 0.711 -2.818 -0.397 -0.623 0.654
S 3.396 1.911 -2.622 0.159 0.309 1.031
C -2.925 -2.825 1.528 2.161 -0.027 -0.864
H 2.954 1.403 1.941 0.203 -0.345 -0.888
C -3.587 -1.655 -1.944 -0.444 -0.255 1.132
C -3.163 -1.939 -0.603 -0.716 0.131 -1.242
C -1.324 -0.367 -0.883 0.732 -0.934 2.757
H 0.099 -2.459 1.136 -0.110 1.134 0.341
C -2.044 -1.263 -0.065 -1.938 -0.524 -2.864
H -2.345 -0.862 1.895 0.114 0.395 0.441
C -0.056 -0.025 -0.150 1.080 2.125 -1.747
H -3.285 -0.424 -3.599 0.356 0.075 -0.425
C -2.824 -0.707 -2.666 -1.616 -0.165 0.137
H 3.134 3.515 -4.400 0.287 -0.521 -0.127
C 0.018 -0.186 1.382 0.048 -0.992 0.390
C 1.677 -0.098 3.333 -0.227 -0.958 -0.989
H 1.496 2.133 1.276 0.093 -0.810 0.238
H 3.205 0.147 -0.429 -1.590 0.263 0.345
H 0.948 0.442 3.938 -0.078 -0.063 0.353
H 2.687 0.313 3.502 -0.571 -0.149 -0.052
C 3.197 3.552 -3.314 -1.191 -0.387 -0.988
H 3.821 4.378 -3.108 1.291 0.413 0.830
C 2.818 2.156 -0.872 2.285 -0.636 0.061
C -0.445 -1.643 1.693 1.196 -1.003 0.918
C -1.719 -0.025 -2.183 0.208 -0.454 0.205
```
Forces are in eV/Å.

ORCA calculation (ωB97M-V with the def2-TZVPD basis set) on an isolated molecule of C4H6OS.

Calculated values
HOMO energy = -8.8 eV
Kohn-Sham gap = 8.597 eV
LUMO = -0.18 eV

```
12
Properties=species:S:1:pos:R:3:forces:R:3
H 0.564 2.068 -0.871 -0.723 0.095 1.221
H -0.420 0.857 1.430 0.346 -0.230 0.659
H -2.047 -0.423 0.078 0.931 0.041 -0.085
C 1.104 -0.181 0.182 -1.721 0.795 0.367
H 0.238 -2.117 -0.622 0.336 -0.351 -0.198
S 2.624 0.192 -0.047 0.752 -0.290 -0.274
C -1.002 -0.286 -0.281 -0.271 1.158 -0.614
O 0.026 2.070 -0.032 0.787 0.711 -1.708
C 0.090 -1.284 0.042 0.086 -1.087 0.509
H -1.017 -0.028 -1.349 -0.100 -0.307 0.126
H -0.082 -1.646 1.061 0.085 -0.302 -0.069
C -0.078 0.778 0.409 -0.508 -0.234 0.067
```
Forces are in eV/Å.

Calculated values (eV) of calculated total energy for the records, taken in order: -186151.476; -31798.959; -17126.340.
Calculated values (kcal/mol) of energy relative to the best compared isomer or geometry (same formula, charge and spin) for the records, taken in order: 0.73; 51.68; 41.26.